The following is a quantum chemistry calculation of 2 unconnected molecules or ions with the total composition C3H10NO2S2, from OMol25.

Last columns: bonded neighbours and bond lengths (Å).
Cartesian coordinates (Å):
1 N -0.8652 0.1358 -1.2938  C2 1.502, H8 1.006, H9 1.006
2 C 0.0514 0.2631 -0.1111  N1 1.502, C3 1.519, C5 1.530, H10 1.116
3 C -0.6470 1.1062 0.9423  C2 1.519, O4 1.451, H11 1.091, H12 1.091
4 O -0.2800 0.6427 2.2675  C3 1.451, H17 0.956
5 C 1.4401 0.8126 -0.4449  C2 1.530, S6 1.789, H13 1.110, H14 1.103
6 S 2.6472 -0.4230 -0.9098  C5 1.789, S7 1.974
7 S 2.0716 -2.1864 -0.2343  S6 1.974
8 H -0.9492 1.0070 -1.7907  N1 1.006
9 H -0.8152 -0.6958 -1.8585  N1 1.006
10 H 0.0028 -0.7848 0.2706  C2 1.116
11 H -0.3915 2.1663 0.9140  C3 1.091
12 H -1.7321 1.0218 0.8721  C3 1.091
13 H 1.8047 1.3134 0.4763  C5 1.110
14 H 1.4172 1.5769 -1.2399  C5 1.103
15 H -0.8866 -2.3546 -0.5399  O18 0.955
16 H -1.7209 -1.2962 0.3612  O18 0.961
17 H 0.3001 -0.0987 2.0997  O4 0.956
18 O -1.4474 -2.2062 0.2193  H15 0.955, H16 0.961

LUMO energy: 3.5510 eV
energy: -30529.451 eV
Kohn-Sham gap: 0.2143 Eh
energy relative to the best compared isomer or geometry (same formula, charge and spin): 24.3 kcal/mol
molecular weight: 156.25 g mol⁻¹
charge: -1
HOMO level: -2.28 eV
spin multiplicity: 1


The following is a quantum chemistry calculation of a gas-phase ion, C10H10NO2 (charge +1), from OMol25.

Last columns: bonded neighbours and bond lengths (Å).
Cartesian coordinates (Å):
1 C -0.4691 0.7975 -3.3711  C2 1.440, C3 1.386, H14 1.092
2 C -1.1861 2.0146 -3.0936  C1 1.440, C4 1.390, H15 1.038
3 C 0.0737 0.0283 -2.3541  C1 1.386, C5 1.435, H16 1.129
4 C -1.4514 2.4511 -1.8008  C2 1.390, C7 1.513, H17 1.131
5 C -0.2430 0.3377 -0.9886  C3 1.435, C6 1.379, C7 1.452
6 C 0.3202 -0.5689 -0.1150  C5 1.379, O12 1.379, O13 1.326
7 C -0.9800 1.5498 -0.6809  C4 1.513, C5 1.452, N11 1.307
8 C -0.4344 0.3761 1.8682  C9 1.485, O12 1.249
9 C -0.4669 0.8162 3.2865  C8 1.485, H18 1.083, H19 1.043, H20 1.155
10 C 1.3971 -2.7015 0.2100  O13 1.375, H21 1.088, H22 1.074, H23 1.148
11 N -1.1487 1.9225 0.5604  C7 1.307
12 O 0.2004 -0.5088 1.2572  C6 1.379, C8 1.249
13 O 1.0051 -1.6206 -0.5438  C6 1.326, C10 1.375
14 H -0.1643 0.7964 -4.4201  C1 1.092
15 H -1.5938 2.5677 -3.8715  C2 1.038
16 H 0.6656 -0.9141 -2.5445  C3 1.129
17 H -1.9753 3.3874 -1.4421  C4 1.131
18 H -0.9701 1.7738 3.3361  C9 1.083
19 H 0.5152 0.7992 3.6366  C9 1.043
20 H -1.1631 0.1822 3.9546  C9 1.155
21 H 1.9987 -3.4524 -0.2984  C10 1.088
22 H 0.6256 -3.2624 0.7030  C10 1.074
23 H 2.0340 -2.3117 1.0820  C10 1.148

LUMO energy (spin up / spin down): -5.3262 / -5.3296 eV
energy: -16103.953 eV
Kohn-Sham gap (spin up / spin down): 0.2432 / 0.2430 Eh
energy relative to the best compared isomer or geometry (same formula, charge and spin): 93.1 kcal/mol
molecular weight: 176.20 g mol⁻¹
charge: +1
HOMO level (spin up / spin down): -11.94 / -11.94 eV
spin multiplicity: 1


The following is a quantum chemistry calculation of 4 unconnected molecules or ions with the total composition C46H72FNO5PS, from OMol25.

Last columns: bonded neighbours and bond lengths (Å).
Cartesian coordinates (Å):
1 C 1.7094 2.3380 -1.8647  C2 1.654, H38 1.177, H39 1.180, H40 1.191
2 C 2.0685 3.2028 -0.5014  C1 1.654, P3 1.948, H41 1.184, H42 1.186
3 P 0.7004 3.0162 0.8725  C2 1.948, C4 1.921, C5 1.946
4 C -1.0132 3.4838 0.1422  P3 1.921, H43 1.180, H44 1.178, H45 1.194
5 C 0.7130 1.1605 1.4582  P3 1.946, C6 1.645, C16 1.661
6 C -0.0967 -0.0384 0.6744  C5 1.645, O7 1.472, C8 1.664
7 O -0.8614 0.3165 -0.5319  C6 1.472, H46 1.021
8 C -0.1087 -1.6284 1.1649  C6 1.664, C9 1.639, N33 1.512
9 C 0.7879 -2.0002 2.4850  C8 1.639, C10 1.644, S23 1.901
10 C 1.6245 -0.8623 3.3264  C9 1.644, O11 1.475, C16 1.672
11 O 2.4355 -1.1216 4.5314  C10 1.475, C12 1.489
12 C 1.5884 -1.6197 5.6502  O11 1.489, C13 1.639, H47 1.187, H48 1.191
13 C 2.1450 -1.0906 7.0978  C12 1.639, C14 1.648, O15 1.492, H49 1.178
14 C 3.0992 -2.2068 7.8448  C13 1.648, H50 1.186, H51 1.180, H52 1.190
15 O 0.9571 -0.8886 7.9769  C13 1.492, H53 1.010
16 C 1.5635 0.7298 2.8188  C5 1.661, C10 1.672, C17 1.642
17 C 2.3295 1.9296 3.6365  C16 1.642, C18 1.673, C22 1.639
18 C 1.4116 2.7100 4.7966  C17 1.673, C19 1.665, H54 1.193
19 C 2.0433 3.9337 5.7329  C18 1.665, C20 1.671, H55 1.178
20 C 3.6353 4.4110 5.5561  C19 1.671, C21 1.656, H56 1.173
21 C 4.5167 3.6197 4.3995  C20 1.656, C22 1.670, H57 1.193
22 C 3.8864 2.4045 3.4432  C17 1.639, C21 1.670, H58 1.170
23 S 0.8248 -3.8223 3.0241  C9 1.901, C24 1.907
24 C 0.5219 -4.7432 1.3821  S23 1.907, C25 1.651, C32 1.639
25 C 1.1034 -6.2716 1.1569  C24 1.651, C26 1.664, H59 1.181
26 C 0.8289 -7.1421 -0.2342  C25 1.664, C27 1.660, H60 1.191
27 C -0.0597 -6.3545 -1.3941  C26 1.660, C28 1.665, C31 1.657
28 C -0.4658 -7.0871 -2.8327  C27 1.665, O29 1.341, O30 1.472
29 O -0.6036 -8.4129 -2.9794  C28 1.341
30 O -0.6691 -6.1911 -3.9822  C28 1.472
31 C -0.6267 -4.8132 -1.1762  C27 1.657, C32 1.670, H61 1.173
32 C -0.3481 -3.9614 0.2334  C24 1.639, C31 1.670, N33 1.514
33 N -0.9512 -2.5764 0.3419  C8 1.512, C32 1.514, C34 1.513
34 C -2.3326 -2.7916 0.9214  N33 1.513, C35 1.639, H62 1.189, H63 1.194
35 C -3.1200 -1.4274 1.3743  C34 1.639, C36 1.673, F37 1.509, H64 1.171
36 C -4.5157 -1.9435 2.1387  C35 1.673, H65 1.174, H66 1.183, H67 1.194
37 F -3.6092 -0.5998 0.2107  C35 1.509
38 H 2.1538 2.8395 -2.8328  C1 1.177
39 H 2.1612 1.2524 -1.7722  C1 1.180
40 H 0.5391 2.2450 -2.0636  C1 1.191
41 H 2.2183 4.3346 -0.8155  C2 1.184
42 H 3.0963 2.7643 -0.1042  C2 1.186
43 H -1.7509 2.6078 0.4253  C4 1.180
44 H -0.9008 3.5326 -1.0290  C4 1.178
45 H -1.4401 4.5181 0.5583  C4 1.194
46 H -0.4758 -0.2938 -1.2538  O7 1.021
47 H 0.4328 -1.4221 5.4678  C12 1.187
48 H 1.7065 -2.8045 5.6412  C12 1.191
49 H 2.7628 -0.1015 6.9309  C13 1.178
50 H 3.5464 -1.7405 8.8393  C14 1.186
51 H 4.0314 -2.5436 7.2040  C14 1.180
52 H 2.4995 -3.1754 8.1882  C14 1.190
53 H 0.9487 0.0926 8.2151  O15 1.010
54 H 0.2725 2.4096 4.9818  C18 1.193
55 H 1.4160 4.5235 6.5370  C19 1.178
56 H 4.0312 5.2834 6.2323  C20 1.173
57 H 5.6524 3.9695 4.2987  C21 1.193
58 H 4.5744 1.8989 2.6432  C22 1.170
59 H 1.7374 -6.7458 2.0336  C25 1.181
60 H 1.2362 -8.2549 -0.3587  C26 1.191
61 H -1.2681 -4.2828 -2.0026  C31 1.173
62 H -2.1909 -3.5019 1.8644  C34 1.189
63 H -3.0294 -3.3764 0.1486  C34 1.194
64 H -2.5642 -0.7681 2.1662  C35 1.171
65 H -5.0412 -2.7498 1.4660  C36 1.174
66 H -5.1839 -0.9924 2.3568  C36 1.183
67 H -4.1302 -2.3974 3.1734  C36 1.194
68 C -0.1954 -4.1689 -10.6053  C69 1.521, H74 1.094, H75 1.095, H76 1.094
69 C -1.1452 -4.3831 -9.4370  C68 1.521, C70 1.530, H77 1.095, H78 1.098
70 C -0.4294 -4.4559 -8.0863  C69 1.530, C71 1.533, H79 1.096, H80 1.097
71 C 0.5553 -5.6212 -7.9332  C70 1.533, C72 1.531, H81 1.099, H82 1.096
72 C -0.0456 -7.0137 -8.1433  C71 1.531, C73 1.521, H83 1.097, H84 1.095
73 C -1.1257 -7.3567 -7.1290  C72 1.521, H85 1.094, H86 1.094, H87 1.094
74 H 0.5134 -4.9959 -10.7081  C68 1.094
75 H -0.7592 -4.0986 -11.5409  C68 1.095
76 H 0.3707 -3.2409 -10.4808  C68 1.094
77 H -1.7399 -5.2871 -9.6069  C69 1.095
78 H -1.8584 -3.5491 -9.4093  C69 1.098
79 H -1.1827 -4.5077 -7.2918  C70 1.096
80 H 0.1157 -3.5182 -7.9211  C70 1.097
81 H 0.9957 -5.5719 -6.9276  C71 1.099
82 H 1.3894 -5.4896 -8.6315  C71 1.096
83 H 0.7584 -7.7551 -8.0604  C72 1.097
84 H -0.4472 -7.1109 -9.1575  C72 1.095
85 H -0.7291 -7.3149 -6.1103  C73 1.094
86 H -1.5008 -8.3695 -7.3058  C73 1.094
87 H -1.9761 -6.6718 -7.1969  C73 1.094
88 C -2.5450 -0.6670 -5.1389  C89 1.521, H94 1.094, H95 1.095, H96 1.094
89 C -2.8056 -1.4743 -6.4010  C88 1.521, C90 1.530, H97 1.095, H98 1.098
90 C -2.6322 -0.6573 -7.6834  C89 1.530, C91 1.533, H99 1.096, H100 1.097
91 C -3.5974 0.5241 -7.8383  C90 1.533, C92 1.531, H101 1.099, H102 1.096
92 C -5.0841 0.1609 -7.7930  C91 1.531, C93 1.521, H103 1.097, H104 1.095
93 C -5.5072 -0.7636 -8.9242  C92 1.521, H105 1.094, H106 1.094, H107 1.094
94 H -3.2479 0.1653 -5.0379  C88 1.094
95 H -2.6570 -1.3031 -4.2551  C88 1.095
96 H -1.5281 -0.2634 -5.1387  C88 1.094
97 H -3.8080 -1.9135 -6.3568  C89 1.095
98 H -2.1035 -2.3178 -6.4273  C89 1.098
99 H -2.7353 -1.3281 -8.5441  C90 1.096
100 H -1.6054 -0.2730 -7.7248  C90 1.097
101 H -3.3822 1.0235 -8.7932  C91 1.099
102 H -3.3936 1.2676 -7.0596  C91 1.096
103 H -5.6698 1.0857 -7.8612  C92 1.097
104 H -5.3406 -0.2928 -6.8299  C92 1.095
105 H -5.3054 -0.3048 -9.8967  C93 1.094
106 H -6.5803 -0.9688 -8.8619  C93 1.094
107 H -4.9833 -1.7230 -8.8795  C93 1.094
108 C 1.4911 6.3538 9.4851  C109 1.521, H114 1.094, H115 1.095, H116 1.094
109 C 1.0051 7.4723 8.5766  C108 1.521, C110 1.530, H117 1.095, H118 1.098
110 C 2.0502 7.9065 7.5463  C109 1.530, C111 1.533, H119 1.096, H120 1.097
111 C 3.3401 8.4912 8.1339  C110 1.533, C112 1.531, H121 1.099, H122 1.096
112 C 3.1482 9.7060 9.0458  C111 1.531, C113 1.521, H123 1.097, H124 1.095
113 C 2.5394 10.9007 8.3280  C112 1.521, H125 1.094, H126 1.094, H127 1.094
114 H 2.3579 6.6610 10.0777  C108 1.094
115 H 0.6991 6.0648 10.1833  C108 1.095
116 H 1.7662 5.4705 8.9010  C108 1.094
117 H 0.6843 8.3262 9.1829  C109 1.095
118 H 0.1116 7.1246 8.0418  C109 1.098
119 H 1.5935 8.6373 6.8690  C110 1.096
120 H 2.3143 7.0440 6.9216  C110 1.097
121 H 4.0026 8.7712 7.3031  C111 1.099
122 H 3.8732 7.7136 8.6923  C111 1.096
123 H 4.1273 10.0001 9.4432  C112 1.097
124 H 2.5331 9.4435 9.9129  C112 1.095
125 H 3.1678 11.2104 7.4877  C113 1.094
126 H 2.4500 11.7478 9.0151  C113 1.094
127 H 1.5388 10.6763 7.9468  C113 1.094

LUMO energy: 1.3485 eV
energy: -83411.290 eV
Kohn-Sham gap: 0.2301 Eh
molecular weight: 801.12 g mol⁻¹
charge: -1
HOMO level: -4.91 eV
spin multiplicity: 1


The following is a quantum chemistry calculation of 2 unconnected molecules or ions with the total composition C5H10O, from OMol25.

Last columns: bonded neighbours and bond lengths (Å).
Cartesian coordinates (Å):
1 C 1.1998 0.6996 0.1500  C2 1.549, C5 1.525, H6 1.094, H7 1.094
2 C -0.0838 1.3669 -0.4043  C1 1.549, C3 1.525, H8 1.095, H9 1.094
3 C -0.7188 -0.0064 -0.5980  C2 1.525, C4 1.491, C5 1.552, H10 1.089
4 C 0.1076 -0.9573 -1.3956  C3 1.491, C5 1.486, H11 1.090, H12 1.085
5 C 0.5518 -0.6724 -0.0061  C1 1.525, C3 1.552, C4 1.486, H13 1.089
6 H 1.3747 0.9591 1.1981  C1 1.094
7 H 2.1215 0.8591 -0.4176  C1 1.094
8 H -0.5994 1.9312 0.3795  C2 1.095
9 H 0.0177 2.0006 -1.2905  C2 1.094
10 H -1.7908 -0.1820 -0.5157  C3 1.089
11 H -0.3757 -1.9318 -1.4619  C4 1.090
12 H 0.6779 -0.6701 -2.2730  C4 1.085
13 H 0.7352 -1.4994 0.6779  C5 1.089
14 O -1.2414 -0.5524 2.3476  H15 0.965, H16 0.964
15 H -1.5308 -0.2892 1.4659  O14 0.965
16 H -0.4454 -1.0556 2.1435  O14 0.964

LUMO energy: 1.0508 eV
energy: -7392.705 eV
Kohn-Sham gap: 0.4047 Eh
energy relative to the best compared isomer or geometry (same formula, charge and spin): 47.5 kcal/mol
molecular weight: 86.13 g mol⁻¹
charge: 0
SMILES: C1C[C@H]2C[C@@H]12.O
HOMO level: -9.96 eV
spin multiplicity: 1